No. 1
{
  "formula": "C2H3ClS",
  "method": "wB97M-V/def2-TZVPD",
  "species": ["C", "C", "S", "Cl", "H", "H", "H"],
  "positions_angstrom": [[1.7000, 0.1304, -0.0066], [0.2155, 0.1623, 0.0082], [2.5481, 1.4572, -0.0059], [2.6161, -1.4293, 0.0041], [-0.2630, 0.0650, -0.9644], [-0.2944, -0.5696, 0.7053], [-0.0754, 1.3288, 0.2462]],
  "forces_ev_per_a": [[0.419, -0.887, 0.024], [-1.945, 1.994, 1.174], [0.925, 1.062, -0.066], [-1.220, 0.592, -0.049], [0.402, -0.522, -0.310], [0.767, 0.900, -0.666], [0.652, -3.139, -0.108]],
  "lowdin_charge": [-1.27, -0.22, 0.71, 0.51, 0.07, 0.09, 0.12],
  "smiles": "CC(=S)Cl",
  "energy_ev": -25479.2898,
  "orbital_gap_ha": 0.320,
  "lumo_energy_ha": -0.01603,
  "e_homo_ev": -9.13
}

=====

No. 2
{
  "formula": "C41H61BrGeN5O5Ti",
  "method": "wB97M-V/def2-TZVPD",
  "species": ["Ti", "C", "C", "C", "C", "O", "Ge", "O", "C", "C", "C", "C", "O", "C", "C", "C", "C", "H", "H", "H", "H", "H", "H", "H", "H", "H", "H", "H", "H", "H", "H", "H", "H", "H", "H", "H", "H", "H", "H", "H", "H", "H", "H", "H", "C", "N", "C", "C", "C", "C", "C", "C", "C", "N", "C", "C", "C", "C", "C", "C", "N", "C", "C", "H", "H", "H", "H", "H", "H", "H", "H", "H", "H", "H", "H", "H", "H", "H", "H", "H", "H", "H", "H", "N", "C", "N", "C", "C", "C", "C", "C", "H", "H", "H", "H", "H", "H", "H", "H", "H", "H", "Br", "C", "C", "C", "C", "C", "C", "C", "O", "O", "H", "H", "H", "H"],
  "positions_angstrom": [[-0.0208, -0.3900, 0.3760], [2.0901, 1.8817, -2.3945], [2.8089, 0.5561, -2.1629], [4.3054, 0.8270, -2.0119], [2.5745, -0.4059, -3.3260], [2.2794, -0.0362, -0.9710], [3.3150, -1.0062, 0.2042], [3.2039, 0.1570, 1.5741], [3.9347, -0.0338, 2.8105], [4.3411, 1.3538, 3.2837], [5.1944, -0.8842, 2.6221], [3.0104, -0.7018, 3.8205], [0.9113, -1.9634, 0.3604], [0.9892, -3.3952, 0.0007], [0.1069, -3.6774, -1.2210], [2.4119, -3.8280, -0.3565], [0.5513, -4.1610, 1.2358], [1.0099, 1.7532, -2.3335], [2.3528, 2.2925, -3.3723], [2.3727, 2.6092, -1.6326], [4.7017, 1.3020, -2.9110], [4.4883, 1.4903, -1.1621], [4.8615, -0.1016, -1.8577], [2.8721, 0.0434, -4.2764], [3.1593, -1.3181, -3.1840], [1.5223, -0.6910, -3.3758], [4.9302, 1.8564, 2.5140], [3.4653, 1.9677, 3.5070], [4.9452, 1.2763, 4.1894], [5.8367, -0.4612, 1.8454], [5.7590, -0.9108, 3.5548], [4.9569, -1.9148, 2.3498], [2.0946, -0.1253, 3.9426], [2.7370, -1.7039, 3.4765], [3.5040, -0.7910, 4.7902], [-0.1202, -2.7582, -1.7580], [0.6269, -4.3403, -1.9113], [-0.8251, -4.1532, -0.9358], [2.8176, -3.2605, -1.1961], [3.1010, -3.7650, 0.4828], [2.3491, -4.8739, -0.6568], [-0.4812, -3.9313, 1.4953], [0.6285, -5.2324, 1.0440], [1.1970, -3.9120, 2.0808], [-1.1832, -2.2558, 4.2842], [-1.7299, -1.5421, 3.1452], [-2.5954, -0.4461, 3.5732], [-2.2651, -2.3299, 2.1080], [-2.7306, -3.6272, 2.3307], [-3.2522, -4.3903, 1.2991], [-3.3055, -3.8775, 0.0094], [-2.8246, -2.6047, -0.2287], [-2.3173, -1.8135, 0.7978], [-1.9618, -0.4368, 0.5345], [-3.0534, 0.3440, 0.0523], [-4.3696, -0.1452, 0.0117], [-5.4102, 0.5832, -0.5386], [-5.1809, 1.8462, -1.0665], [-3.9044, 2.3733, -0.9679], [-2.8553, 1.6561, -0.3984], [-1.5809, 2.2494, -0.1853], [-1.0669, 3.0829, -1.2591], [-1.5464, 2.9535, 1.0980], [-1.9543, -2.6726, 4.9478], [-0.5807, -1.5569, 4.8660], [-0.5353, -3.0640, 3.9453], [-2.0216, 0.2395, 4.1961], [-3.4516, -0.8178, 4.1541], [-2.9756, 0.1032, 2.7184], [-2.6954, -4.0368, 3.3314], [-3.6230, -5.3865, 1.5054], [-3.7048, -4.4690, -0.8046], [-2.8632, -2.1878, -1.2286], [-4.6044, -1.1133, 0.4277], [-6.4045, 0.1550, -0.5430], [-5.9820, 2.4215, -1.5116], [-3.7143, 3.3821, -1.3140], [-1.5495, 4.0676, -1.3234], [-1.1912, 2.5728, -2.2166], [0.0005, 3.2430, -1.0938], [-2.2980, 3.7537, 1.1424], [-0.5627, 3.4057, 1.2355], [-1.7318, 2.2582, 1.9183], [-0.5572, -0.3057, -1.6444], [-1.0373, 0.1905, -2.5780], [-1.5755, 0.7224, -3.6264], [-0.7711, 1.1169, -4.7994], [-1.1026, 0.1977, -5.9787], [-2.5552, -0.3046, -5.8983], [-3.4460, 0.7253, -5.2070], [-3.0482, 0.8697, -3.7378], [0.2811, 1.0787, -4.5301], [-1.0171, 2.1558, -5.0217], [-0.4149, -0.6485, -5.9954], [-0.9437, 0.7589, -6.9009], [-2.5932, -1.2396, -5.3327], [-2.9292, -0.5271, -6.8963], [-4.4947, 0.4335, -5.2490], [-3.3651, 1.6877, -5.7177], [-3.5057, 0.0905, -3.1271], [-3.3483, 1.8331, -3.3243], [-0.0092, 1.9590, 4.8429], [1.1711, 2.8908, 3.6980], [1.8076, 3.9971, 4.2394], [2.7028, 4.7283, 3.4745], [2.9653, 4.3610, 2.1618], [2.3134, 3.2710, 1.6208], [1.4099, 2.5211, 2.3762], [0.7798, 1.3866, 1.6744], [0.3162, 0.3465, 2.2274], [0.6878, 1.4117, 0.3961], [1.6005, 4.2779, 5.2624], [3.1967, 5.5871, 3.9103], [3.6773, 4.9181, 1.5679], [2.5109, 2.9530, 0.6068]],
  "forces_ev_per_a": [[-1.506, -0.993, -0.548], [-0.038, -0.056, -0.006], [0.026, -0.008, -0.024], [0.005, 0.012, 0.029], [-0.007, -0.027, 0.020], [0.111, -0.057, 0.141], [0.476, 0.061, -0.117], [-0.005, -0.001, -0.004], [0.012, -0.033, 0.045], [-0.011, 0.077, 0.135], [-0.093, 0.026, -0.115], [-0.028, -0.019, -0.037], [0.062, 0.198, -0.046], [-0.004, 0.004, 0.101], [-0.049, 0.089, -0.004], [-0.081, 0.098, 0.025], [-0.089, -0.013, -0.011], [0.122, -0.043, -0.063], [0.006, 0.011, 0.013], [0.001, -0.011, 0.015], [0.001, 0.008, 0.019], [0.000, -0.016, -0.015], [0.024, 0.011, -0.048], [0.004, -0.020, 0.008], [-0.022, 0.014, -0.003], [0.002, 0.016, -0.008], [0.008, -0.020, 0.024], [0.314, -0.211, 0.030], [0.013, 0.010, -0.004], [0.009, -0.001, 0.020], [-0.012, 0.013, -0.008], [-0.001, 0.011, 0.009], [-0.016, 0.007, 0.026], [-0.005, 0.020, 0.014], [-0.004, -0.014, -0.015], [0.018, 0.012, 0.001], [-0.031, -0.021, -0.003], [-0.096, 0.016, 0.014], [-0.051, -0.095, -0.003], [0.013, 0.042, 0.041], [0.025, -0.036, 0.009], [0.145, -0.041, -0.070], [-0.017, -0.019, 0.022], [-0.001, -0.011, -0.023], [0.027, 0.011, -0.027], [-0.100, 0.012, -0.006], [0.066, -0.071, 0.037], [-0.006, 0.160, 0.049], [-0.090, -0.050, -0.022], [0.001, 0.002, 0.006], [0.081, -0.121, 0.009], [0.045, 0.018, -0.084], [-0.150, 0.136, 0.259], [0.008, -0.451, 0.000], [0.141, -0.179, 0.052], [-0.023, -0.130, 0.131], [0.041, 0.100, -0.032], [0.077, -0.066, 0.053], [-0.058, 0.073, 0.170], [0.101, 0.233, -0.072], [-0.407, 0.126, 0.004], [-0.052, 0.085, 0.024], [-0.087, 0.127, -0.173], [0.002, -0.002, 0.010], [-0.001, 0.000, 0.000], [-0.009, 0.007, 0.007], [-0.050, -0.059, -0.060], [-0.003, -0.005, -0.005], [-0.004, 0.050, -0.092], [-0.003, 0.007, -0.026], [0.007, 0.018, -0.005], [0.003, 0.007, 0.024], [0.015, 0.003, 0.012], [0.061, -0.017, -0.015], [0.016, 0.013, -0.011], [0.003, -0.009, 0.017], [0.025, 0.019, 0.007], [-0.045, 0.006, 0.011], [-0.010, 0.212, 0.141], [-0.114, 0.029, 0.037], [0.012, -0.025, 0.011], [-0.186, 0.027, -0.066], [-0.053, -0.028, 0.020], [0.167, 0.181, -0.396], [-0.092, -0.164, -0.095], [-0.033, -0.064, -0.073], [-0.079, -0.118, 0.017], [-0.038, 0.002, 0.000], [0.010, 0.044, 0.026], [0.055, -0.040, 0.000], [0.084, -0.036, -0.148], [0.019, -0.003, 0.030], [-0.019, 0.032, 0.015], [0.006, -0.001, -0.009], [0.004, -0.012, -0.009], [0.001, -0.007, -0.007], [0.000, -0.012, -0.001], [-0.016, 0.013, -0.014], [-0.012, 0.007, 0.000], [0.002, -0.004, 0.029], [0.054, -0.056, -0.078], [0.026, 0.057, -0.040], [-0.065, -0.045, 0.007], [0.059, 0.052, 0.012], [-0.009, 0.001, 0.011], [-0.041, -0.002, -0.028], [-0.069, 0.093, -0.040], [-0.066, 0.113, -0.070], [0.358, 0.155, -0.066], [0.125, 0.052, 0.198], [1.066, 0.529, 0.747], [0.011, -0.001, -0.001], [-0.002, -0.020, 0.005], [-0.011, 0.003, 0.006], [-0.007, -0.008, -0.008]],
  "lowdin_charge": [1.16, -0.03, -0.68, -0.06, -0.02, -0.38, 1.15, -0.33, -0.67, -0.02, -0.08, -0.02, -0.33, -0.59, -0.01, -0.11, -0.01, 0.04, 0.10, 0.08, 0.10, 0.09, 0.06, 0.09, 0.09, 0.06, 0.10, 0.05, 0.10, 0.08, 0.09, 0.06, 0.05, 0.09, 0.10, 0.06, 0.09, 0.07, 0.05, 0.06, 0.10, 0.06, 0.11, 0.09, -0.07, -0.19, -0.06, -0.21, -0.02, -0.06, -0.08, -0.07, -0.25, -0.04, -0.19, -0.02, -0.07, -0.08, -0.05, -0.22, -0.21, -0.06, -0.03, 0.09, 0.09, 0.09, 0.02, 0.10, 0.07, 0.11, 0.11, 0.11, 0.12, 0.11, 0.11, 0.11, 0.12, 0.10, 0.07, 0.08, 0.11, 0.09, 0.09, 0.18, -0.20, -0.06, -0.11, -0.15, -0.18, -0.16, -0.11, 0.10, 0.13, 0.11, 0.12, 0.12, 0.11, 0.12, 0.12, 0.13, 0.11, 0.89, -0.59, -0.12, -0.05, -0.05, -0.02, -0.20, -0.56, -0.08, -0.12, 0.10, 0.12, 0.12, 0.12],
  "energy_ev": -210867.5132,
  "orbital_gap_ha": 0.264,
  "lumo_energy_ha": -0.10960,
  "e_homo_ev": -10.16,
  "charge": 1
}

=====

No. 3
{
  "formula": "C4H7ClN2",
  "method": "wB97M-V/def2-TZVPD",
  "species": ["C", "C", "C", "C", "N", "N", "Cl", "H", "H", "H", "H", "H", "H", "H"],
  "positions_angstrom": [[1.0515, -0.1627, 0.5976], [0.5996, 1.1102, -0.1545], [0.4123, -1.4151, -0.0646], [-0.8298, 0.8455, -0.4838], [-0.9268, -0.8972, -0.5905], [-1.5623, 0.0736, 0.3806], [-3.2980, 0.1090, 0.1596], [2.1939, -0.1473, 0.6863], [0.6647, -0.0817, 1.5755], [0.8689, 1.9300, 0.5701], [1.2034, 1.2424, -0.9369], [0.6821, -1.8022, -1.1125], [0.1257, -2.2055, 0.6961], [-1.1851, 1.4010, -1.3230]],
  "forces_ev_per_a": [[2.454, -0.443, -1.206], [-1.096, -0.946, 5.042], [-2.483, 0.788, -0.699], [1.692, -2.216, -2.012], [-0.429, 3.664, 0.158], [-0.483, -1.465, 1.549], [0.585, 0.102, -0.146], [-1.512, -0.346, -0.152], [-0.377, -0.215, 1.179], [-0.878, -0.345, -0.712], [1.799, 0.637, -3.634], [0.912, 0.252, 2.051], [0.837, 0.629, -1.032], [-1.020, -0.095, -0.387]],
  "lowdin_charge": [-0.20, -0.16, -0.17, -0.26, -0.04, -0.52, 0.58, 0.13, 0.08, 0.14, 0.06, 0.13, 0.12, 0.11],
  "smiles": "ClN1[C@H]2CCCN21",
  "energy_ev": -19759.7841,
  "orbital_gap_ha": 0.366,
  "lumo_energy_ha": 0.03146,
  "e_homo_ev": -9.09
}

=====

No. 4
{
  "formula": "C6H7NO",
  "method": "wB97M-V/def2-TZVPD",
  "species": ["C", "C", "C", "C", "C", "C", "N", "O", "H", "H", "H", "H", "H", "H", "H"],
  "positions_angstrom": [[-2.1072, -0.1225, -0.6026], [-3.2867, 0.0141, -0.7419], [1.1395, -0.1677, 0.3647], [3.1769, -0.8750, 0.4954], [3.1313, 0.6699, 0.7021], [-4.7202, 0.2332, -0.8935], [1.7606, -1.2363, 0.2871], [1.7112, 0.9893, 0.5879], [3.7448, -1.1689, -0.3883], [3.5499, -1.4107, 1.3673], [3.4663, 0.9858, 1.6909], [3.6581, 1.2259, -0.0741], [-5.2465, -0.7022, -0.7164], [-5.0505, 0.9828, -0.1751], [-4.9276, 0.5823, -1.9035]],
  "forces_ev_per_a": [[2.876, -0.142, 0.650], [-0.781, 0.276, 0.095], [0.942, -1.691, -0.558], [0.160, 0.193, 0.097], [0.512, -0.279, 0.010], [0.178, -0.111, -0.103], [-2.004, 0.858, -0.147], [-1.203, 0.796, -0.021], [-0.028, 0.012, 0.131], [0.060, 0.040, -0.078], [-0.091, 0.023, -0.131], [-0.096, -0.007, 0.111], [-0.212, 0.041, -0.021], [-0.122, -0.022, -0.042], [-0.193, 0.014, 0.006]],
  "lowdin_charge": [0.06, -0.35, -0.10, -0.14, -0.09, -0.15, 0.10, -0.02, 0.12, 0.11, 0.12, 0.12, 0.07, 0.07, 0.07],
  "energy_ev": -9863.3865,
  "orbital_gap_ha": [0.201, 0.200],
  "lumo_energy_ha": [-0.13241, -0.13260],
  "e_homo_ev": [-9.07, -9.05]
}